Entry 1:
9
Properties=species:S:1:pos:R:3:forces:R:3:nbo_charge:R:1 method="wB97M-V/def2-TZVPD" e_homo_ev=-10.4 de_lowest_ev=1.393 total_energy_ev=-4112.9411 largest_force_ha_per_bohr=0.094
C 2.547306 -1.448380 1.269683 2.50 0.97 4.00 -0.06
N 3.463081 -2.150752 0.734265 -1.72 -0.32 0.28 -0.58
H 2.947379 -0.923792 2.290094 -1.27 -0.24 -2.68 0.15
H 1.472036 -1.451746 1.119264 -0.08 -0.22 -0.31 0.16
H 2.914036 -2.821195 0.202060 0.56 -0.19 -1.29 0.32
N -3.465947 2.508189 -1.392888 -1.04 -2.10 2.28 -1.05
H -2.666195 2.545823 -1.976512 0.84 -0.05 -0.79 0.35
H -4.070645 1.736477 -1.729995 0.33 0.88 -0.44 0.35
H -3.141053 2.005375 -0.515971 -0.12 1.26 -1.06 0.35



Entry 2:
33
Properties=species:S:1:pos:R:3:forces:R:3:nbo_charge:R:1 method="wB97M-V/def2-TZVPD" total_charge=+1 e_homo_ev=-12.9 de_lowest_ev=0.000 total_energy_ev=-28072.6651 largest_force_ha_per_bohr=0.044
C -0.831876 -1.920983 -1.561974 1.08 -1.96 -0.20 -0.68
C -0.435573 -0.462335 -1.568684 -1.90 0.65 0.87 -0.05
C -1.355856 0.419518 -2.445881 0.50 0.75 0.21 -0.49
S -0.660727 2.141876 -2.656266 1.07 -1.03 0.35 -0.10
N -0.604951 0.040443 -0.139336 1.00 0.66 0.21 -0.73
H -1.845519 -2.107284 -1.877487 -0.44 0.22 -0.32 0.23
H -0.756332 -2.505686 -0.572838 0.40 1.45 -1.61 0.29
H -0.140369 -2.409790 -2.285439 -0.71 0.03 0.37 0.24
H 0.613295 -0.376834 -1.815604 0.21 0.28 -0.05 0.22
H -1.474232 -0.008594 -3.432843 -0.13 -0.16 -0.03 0.25
H -2.317141 0.579821 -1.942426 0.14 -0.53 -0.28 0.23
H -1.759593 2.784942 -2.947467 -0.91 0.27 -0.19 0.15
H 0.209528 0.598703 0.123242 0.00 -0.02 0.18 0.44
H -1.369613 0.680192 0.174779 0.11 -0.67 -0.58 0.48
H -0.624997 -0.764702 0.482360 -0.28 -0.17 0.26 0.47
H 0.777810 3.357844 1.131808 0.19 -0.38 0.26 0.48
H 0.082825 3.345834 -0.159515 -0.34 -0.68 -0.17 0.50
O 0.361713 2.718962 0.533047 0.27 1.53 -0.16 -0.98
H 2.296407 0.248549 1.065565 0.77 0.43 0.69 0.51
H 2.615128 0.131428 2.645608 0.30 0.34 -0.25 0.50
O 2.110946 -0.205111 1.905923 -1.05 -0.91 -0.22 -1.01
H -1.877984 -3.351998 1.134116 0.33 -0.12 0.39 0.50
H -0.659946 -2.531850 1.783861 -0.20 -0.94 -0.12 0.51
O -1.447416 -2.497107 1.217757 -0.34 0.92 0.39 -0.99
H 1.591575 -2.049003 1.693508 0.09 -0.12 -0.21 0.50
H 1.977706 -3.522540 1.679678 -0.37 0.09 -0.21 0.49
O 1.295359 -2.916298 1.347967 0.46 0.27 0.52 -0.99
H -1.974428 1.431922 2.716262 0.37 0.20 -0.09 0.50
H -0.663457 2.009289 1.976821 -0.85 -0.36 0.22 0.50
O -1.338355 1.303565 2.001129 -0.05 0.03 0.14 -0.99
H 3.004546 2.444062 0.484893 0.01 0.07 -0.07 0.49
H 2.308208 1.784402 -0.716869 0.05 0.31 -0.08 0.48
O 2.893322 1.608778 0.024309 0.24 -0.44 -0.23 -0.94